15
Properties=species:S:1:pos:R:3 method="wB97M-V/def2-TZVPD" spin_multiplicity=1 homo_ev=-6.93 orbital_gap_ev=7.861 de_lowest_kcal_mol=112.28
C 1.84354 -1.30029 -0.39108
O 0.43095 -1.44797 -0.30911
C -0.28289 -0.34319 0.04958
N 0.29391 0.79532 0.24958
C -0.31120 2.11039 0.29426
C -1.75874 -0.57171 0.13610
H 2.12761 -0.60646 -1.19450
H 2.23939 -2.29557 -0.61125
H 2.25692 -0.92790 0.55549
H -1.40141 2.17094 0.39572
H 0.27485 2.80115 0.90289
H 0.71587 1.48361 -0.55004
H -2.26820 -0.26973 -0.79260
H -1.97178 -1.62947 0.31753
H -2.18882 0.03088 0.94744


21
Properties=species:S:1:pos:R:3 method="wB97M-V/def2-TZVPD" spin_multiplicity=1 homo_ev=-10.14 orbital_gap_ev=10.753 de_lowest_kcal_mol=35.67
C 1.48764 0.91293 -0.55361
C 1.77774 1.84112 0.59073
C 1.79729 -0.64718 -0.12657
H 2.10729 1.11430 -1.42641
H 0.43820 0.96528 -0.84232
H 2.84447 1.88100 0.80870
H 1.21998 1.47467 1.47783
H 1.40025 2.84734 0.39591
H 2.87549 -0.67329 -0.01161
H 1.52912 -1.12100 0.81842
H 1.53589 -1.26729 -0.97550
C -2.82156 0.00686 -0.27790
C -1.65293 -0.86185 0.08771
C -1.36378 -2.00903 -0.52143
C -0.82018 -0.36572 1.13746
N -0.49133 0.21904 2.08429
H -3.55334 0.01745 0.52799
H -2.50317 1.03616 -0.43861
H -3.29772 -0.36082 -1.18164
H -1.97242 -2.37545 -1.33373
H -0.53695 -2.63452 -0.23972